No. 1
A structure of composition C13H17NO3S at a distorted geometry. Source: the OMol25 dataset; level of theory: ωB97M-V/def2-TZVPD.

The geometry in XYZ format:
```
35
Properties=species:S:1:pos:R:3:nbo_charge:R:1
C -1.4830 3.2120 -3.1083 -0.61
C -1.4127 2.0135 -3.9884 -0.06
H -0.3948 1.8982 -4.5955 0.19
H -2.2206 1.9372 -4.5790 0.19
O -1.4838 1.0492 -2.9428 -0.58
C -0.4336 0.4011 -2.2957 0.80
O 0.5601 0.8229 -2.4080 -0.56
C -0.5573 -0.7293 -1.4902 -0.35
C -1.6705 -0.4242 -0.4563 -0.40
H -2.6722 -0.0007 -1.0210 0.26
H -1.9464 -1.5313 -0.0172 0.21
C -1.0914 0.5208 0.5897 -0.23
N -0.1341 0.2028 1.2717 -0.40
C -0.1130 -0.3137 2.4815 0.66
O -1.0030 0.1778 3.2436 -0.62
C 0.9594 -1.0061 3.2220 -0.34
C 1.4290 -2.0623 2.9027 -0.20
C 2.5354 -2.5403 3.8043 -0.25
C 2.9154 -1.5479 4.5451 -0.44
S 1.7460 -0.3332 4.5397 0.49
H 3.6459 -1.5156 5.5172 0.26
H 3.1478 -3.6374 3.7403 0.23
H 1.2691 -2.8802 2.0062 0.23
C 0.9376 -0.4320 0.3498 -0.29
C 0.8698 -1.2048 -0.8470 -0.31
H 1.4053 -1.3686 -1.5540 0.21
H 0.2729 -2.1133 -0.2179 0.16
H 1.9767 -0.6891 0.7611 0.25
H 1.2112 0.6008 -0.0892 0.20
H -2.1013 0.7198 1.3002 0.26
H -0.8903 1.4542 -0.0056 0.19
H -0.9379 -1.4931 -2.1266 0.24
H -2.3138 3.2685 -2.5140 0.21
H -1.4467 4.1895 -3.6713 0.20
H -0.5750 3.3547 -2.3472 0.21
```

As for the LUMO energy: 0.69 eV. The charge is 0. The calculation puts the HOMO-LUMO gap at 0.360 hartree. The highest occupied orbital energy is -9.109 eV. As for the relative energy (zero: lowest compared OMol25 entry of this formula, charge and spin): 293.3 kcal per mole.

***

No. 2
A structure of composition C4H6N2O2 at a distorted geometry. Source: the OMol25 dataset; level of theory: ωB97M-V/def2-TZVPD.

The geometry in XYZ format:
```
14
Properties=species:S:1:pos:R:3:nbo_charge:R:1
C 0.1447 -0.7165 -1.2160 0.06
C 0.8128 0.8879 0.5717 -0.32
C 1.2223 -0.6289 0.6955 -0.29
C -0.5538 0.5505 -0.7210 -0.19
N 0.9543 -1.3209 -0.4414 -0.36
N -1.8121 0.1235 0.0036 0.53
O -2.7740 -0.0682 -0.6622 -0.35
O -1.8163 0.1448 1.2204 -0.39
H -0.1647 -1.3549 -2.1279 0.21
H 0.5337 1.2674 1.4874 0.22
H 1.4957 1.3642 -0.0789 0.20
H 2.2988 -0.6840 1.1444 0.21
H 0.4988 -0.8780 1.5534 0.23
H -0.8403 1.3131 -1.4291 0.24
```

As for the LUMO energy: 0.14 eV. The charge is 0. The calculation puts the HOMO-LUMO gap at 0.384 hartree. The highest occupied orbital energy is -10.314 eV. As for the relative energy (zero: lowest compared OMol25 entry of this formula, charge and spin): 136.3 kcal per mole.

***

No. 3
A structure of composition C20H30BN10O6PPbS3. Source: the OMol25 dataset; level of theory: ωB97M-V/def2-TZVPD.

The geometry in XYZ format:
```
72
Properties=species:S:1:pos:R:3:lowdin_charge:R:1
Pb 0.2266 -0.7779 0.9826 1.42
C 1.7875 1.6838 4.4642 -0.04
C 1.8277 1.1564 3.1740 -0.13
N 0.6928 0.5256 2.9025 -0.06
N -0.0943 0.6158 3.9955 -0.02
C 0.5485 1.3104 4.9445 -0.07
B -1.4491 -0.1199 4.1262 -0.51
N -2.3992 0.3195 2.9852 -0.03
C -3.6519 0.7904 3.0814 -0.08
C -4.1889 0.8708 1.8129 -0.06
C -3.1610 0.4114 0.9824 -0.15
N -2.0915 0.0845 1.6967 -0.05
N -1.2116 -1.6453 4.0461 -0.04
C -1.5276 -2.5864 4.9522 -0.08
C -1.1967 -3.8195 4.4334 -0.06
C -0.6761 -3.5278 3.1674 -0.15
N -0.6975 -2.2225 2.9406 -0.05
H 2.5508 2.2436 4.9733 0.09
H 2.6149 1.1864 2.4379 0.12
H 0.0793 1.4895 5.8966 0.12
H -1.9484 0.1485 5.1863 0.12
H -4.0767 1.0259 4.0420 0.12
H -5.1698 1.2114 1.5335 0.09
H -3.1482 0.2875 -0.0889 0.09
H -1.9394 -2.3102 5.9078 0.12
H -1.3095 -4.7820 4.8989 0.09
H -0.2667 -4.1981 2.4283 0.11
O 2.3358 0.0187 -0.3769 -0.28
N 2.3916 1.1431 -0.9534 -0.02
N 1.3731 1.8860 -0.7324 -0.24
O 0.3468 1.5350 -0.0077 -0.28
C 1.3698 3.2009 -1.3153 -0.19
C 0.3439 4.0594 -0.9576 -0.02
C 0.2942 5.3280 -1.5214 -0.08
C 1.2563 5.7310 -2.4343 -0.09
C 2.2825 4.8575 -2.7766 -0.08
C 2.3496 3.5918 -2.2199 -0.04
H -0.3903 3.7253 -0.2398 0.11
H -0.5013 6.0040 -1.2359 0.10
H 1.2157 6.7204 -2.8695 0.10
H 3.0419 5.1650 -3.4837 0.10
H 3.1509 2.9128 -2.4737 0.11
C -0.1909 -4.0025 -3.2784 -0.05
N 0.6948 -4.5055 -2.2360 -0.04
C 1.5792 -3.7606 -1.5799 -0.71
N 1.7511 -2.4875 -1.8652 0.16
S 2.4673 -4.6439 -0.3601 0.63
H -0.7936 -4.8324 -3.6374 0.09
H 0.3937 -3.6128 -4.1134 0.10
H -0.8399 -3.2185 -2.8955 0.07
H 0.6473 -5.4792 -1.9845 0.12
H 1.0133 -2.0031 -2.3880 0.06
H 2.2837 -1.8642 -1.2553 0.04
C -2.2086 -0.1860 -4.6864 -0.18
P -1.0077 0.2748 -3.4284 0.55
C 0.3034 1.1349 -4.3022 -0.16
C -1.8250 1.5162 -2.4252 -0.16
O -0.5022 -0.9135 -2.6656 -0.41
H -2.5460 0.6822 -5.2519 0.06
H -3.0640 -0.6448 -4.1888 0.06
H -1.7679 -0.9165 -5.3651 0.05
H -0.0900 1.9247 -4.9417 0.06
H 0.8572 0.4168 -4.9078 0.06
H 0.9832 1.5735 -3.5698 0.03
H -1.7603 2.4930 -2.9049 0.06
H -1.3312 1.5552 -1.4493 0.03
H -2.8757 1.2544 -2.2947 0.05
O 2.2806 -1.9399 1.8984 -0.55
S 3.2897 -2.9542 2.1875 0.19
O 2.7680 -4.2178 2.6281 -0.38
O 4.4833 -2.4599 2.8079 -0.34
S 4.0228 -3.4333 0.1485 0.40
```

As for the LUMO energy: 0.04 eV. The charge is 0. The calculation puts the HOMO-LUMO gap at 0.295 hartree. The highest occupied orbital energy is -7.993 eV. As for the relative energy (zero: lowest compared OMol25 entry of this formula, charge and spin): 0.0 kcal per mole.

***

No. 4
A cluster of 2 separate species, C3H4ClF in total at a distorted geometry. Source: the OMol25 dataset; level of theory: ωB97M-V/def2-TZVPD.

The geometry in XYZ format:
```
9
Properties=species:S:1:pos:R:3:nbo_charge:R:1
C -1.3200 0.1980 -0.7901 -0.52
C -1.3051 0.2207 0.5045 0.23
C 2.4143 -0.8326 -0.0670 -0.19
F -1.4293 1.2852 1.3057 -0.34
Cl 2.4065 0.2849 1.1418 0.09
H -1.4297 1.1946 -1.3877 0.22
H -1.4304 -0.7802 -1.4033 0.24
H -1.3460 -0.7001 1.1732 0.17
H 3.4396 -0.8705 -0.4771 0.10
```

As for the LUMO energy: -0.82 eV. The charge is 0. The calculation puts the HOMO-LUMO gap at 0.303 hartree. The highest occupied orbital energy is -9.057 eV. As for the relative energy (zero: lowest compared OMol25 entry of this formula, charge and spin): 101.1 kcal per mole.